C22H66O22 | ωB97M-V/def2-TZVPD

Values from the calculation:
**Relative energy (zero: lowest compared OMol25 entry of this formula, charge and spin)**: 525.9 kJ/mol
**Highest occupied orbital energy (spin up / spin down)**: 0.22 / -6.76 eV
**Frontier orbital gap (spin up / spin down)**: 1.434 / 8.408 eV
**Charge**: -1
**LUMO (spin up / spin down)**: 1.65 / 1.65 eV
**Multiplicity**: 2
**<S²>**: 0.75
**Electronic energy**: -2532.683997 hartree
**Strongest force on any atom**: 5.2 eV/Å

Structure (XYZ):
```
110
C22H66O22 ωB97M-V/def2-TZVPD
H -1.104 2.300 5.756
H 6.551 -1.720 -0.936
H -1.212 -3.546 -5.359
H -1.301 -2.413 -1.047
H 3.671 -3.204 -5.920
C -2.803 4.169 -2.051
H -1.956 -4.923 6.565
C 0.536 2.122 4.660
C 3.081 -0.928 -3.960
H 3.623 -1.124 -5.915
H -0.914 1.292 1.122
H -4.866 1.277 5.681
C -3.440 0.152 4.649
H -1.156 -3.060 1.860
H -2.404 -3.729 2.980
H 1.915 -1.183 -5.795
H -1.709 -0.963 -2.172
H -2.020 -2.525 7.242
H 3.196 1.950 3.495
C -0.090 2.331 -4.641
C 5.997 -1.837 -0.004
O -1.530 4.731 -2.548
C 2.821 -1.518 -5.291
H 5.513 -3.588 1.032
C -0.573 1.605 -5.854
H 4.129 -1.144 -3.750
H -4.115 2.314 -2.381
O -0.746 -3.160 -4.614
O 2.197 -1.508 -2.995
O -0.937 -2.109 5.549
C -2.359 -4.708 1.043
C 4.766 -1.000 0.330
O 3.800 -0.730 -0.692
H -1.494 -5.318 1.304
O -2.681 0.014 5.812
H -2.883 -1.819 2.045
C -0.674 0.230 1.077
H -4.075 -0.721 4.495
O -3.104 -2.541 1.453
H -0.342 -0.176 3.025
H 0.299 0.975 -6.027
H -1.329 -0.124 0.281
O 1.282 2.766 -4.756
H -2.788 2.598 -3.662
O 0.950 2.910 -1.636
O -0.904 -0.437 2.292
C -4.466 1.352 4.670
H -0.308 3.116 -7.066
H -1.586 5.689 -2.556
H 0.844 -1.229 0.630
H -1.619 -1.456 -4.799
H -3.248 -5.297 1.269
H 1.149 3.582 -5.245
H 2.866 0.140 -4.008
H -1.001 -5.490 4.637
H 4.920 0.005 0.723
O 3.015 -2.925 -5.277
H -5.425 1.169 4.185
H -1.690 2.286 -1.390
C 1.323 2.629 3.410
H 1.122 2.188 5.577
O -2.412 -4.410 -0.377
H -2.231 -0.810 5.610
H -2.576 -2.672 -3.919
H 0.753 2.378 2.515
H 2.116 3.456 0.105
H 0.062 1.682 -3.779
C -1.583 -2.239 -4.041
C 3.121 4.010 -1.781
H 1.631 0.169 0.944
H 3.621 0.208 -0.602
H 0.151 3.371 -1.902
H -1.382 1.004 -5.440
C -1.703 -4.186 5.803
O -0.738 2.656 4.943
C -2.151 -3.495 1.947
H -3.043 -3.689 -0.442
H 2.277 -0.945 -2.222
H 3.050 4.717 -2.607
H 0.259 1.073 4.558
H 1.575 3.689 3.390
H -0.446 -3.166 7.144
O -3.761 2.564 4.500
H 4.187 -1.527 1.088
O 3.768 2.783 -2.041
C -1.025 -1.544 -2.790
O -2.173 1.824 -2.079
H 6.647 -1.306 0.692
C 1.817 3.820 -0.878
H -0.138 -1.067 -3.208
O 0.648 0.079 -0.946
C -3.119 2.683 -2.627
H -0.728 3.188 -4.420
C -1.308 -2.927 6.521
H -2.786 0.286 3.788
H -2.891 2.573 4.905
H -2.927 4.065 -0.973
H 3.217 2.153 -2.511
H -3.592 4.710 -2.572
H 3.820 4.506 -1.109
O 2.364 1.645 3.126
H 0.633 1.036 -1.018
C 0.708 -0.160 0.468
O -0.875 2.345 -6.985
O -0.699 -2.500 -1.790
O 5.845 -3.292 0.182
H 1.390 4.812 -0.732
H -0.764 -2.534 4.706
H -2.666 -4.061 5.308
O -0.660 -4.694 5.050
```